No. 1
119
Properties=species:S:1:pos:R:3:lowdin_charge:R:1 method="wB97M-V/def2-TZVPD" e_above_lowest_kcal_mol=1.2 homo_lumo_gap_ev=6.1457 charge=-2
La 0.087 0.404 -0.393 1.81
C 2.122 -1.710 2.015 -0.05
C 3.024 -2.173 0.912 -0.20
C 4.348 -2.487 1.182 -0.07
C 5.194 -2.917 0.174 -0.11
C 4.702 -3.026 -1.115 -0.07
C 3.381 -2.720 -1.422 -0.20
C 2.912 -2.832 -2.843 -0.04
C 2.527 -2.297 -0.392 -0.19
N 1.188 -1.922 -0.662 -0.02
C 0.409 -2.878 -1.166 -0.54
O 0.652 -4.088 -1.270 0.00
C -0.940 -2.409 -1.710 -0.22
C -1.541 -3.147 -2.721 0.00
C -2.729 -2.680 -3.254 -0.04
C -3.298 -1.518 -2.758 0.00
C -2.647 -0.845 -1.736 -0.17
N -1.499 -1.300 -1.226 0.01
C -3.256 0.423 -1.149 -0.51
O -4.424 0.680 -1.471 0.00
N -2.445 1.110 -0.343 0.00
C -3.040 2.161 0.385 -0.22
C -2.498 3.453 0.293 -0.22
C -1.370 3.741 -0.651 -0.04
C -3.001 4.462 1.106 -0.07
C -4.026 4.212 2.005 -0.11
C -4.549 2.933 2.094 -0.08
C -4.067 1.896 1.304 -0.23
C -4.585 0.503 1.504 -0.04
H 2.574 -1.886 2.993 0.08
H 1.168 -2.230 1.974 0.05
H 1.932 -0.632 1.968 0.00
H 4.713 -2.377 2.197 0.10
H 6.229 -3.149 0.390 0.09
H 5.357 -3.340 -1.920 0.10
H 3.759 -2.724 -3.524 0.07
H 2.178 -2.065 -3.084 0.06
H 2.444 -3.804 -3.012 0.08
H -1.051 -4.045 -3.064 0.11
H -3.213 -3.219 -4.062 0.10
H -4.226 -1.106 -3.125 0.11
H -1.650 3.555 -1.689 0.09
H -0.490 3.109 -0.470 0.00
H -1.027 4.771 -0.544 0.08
H -2.562 5.450 1.041 0.10
H -4.398 5.004 2.643 0.09
H -5.329 2.715 2.816 0.10
H -5.132 0.435 2.445 0.07
H -3.759 -0.212 1.528 0.07
H -5.240 0.209 0.683 0.07
C -2.137 1.761 4.392 -0.04
C -2.284 0.717 5.284 -0.06
C -1.935 -0.557 4.869 -0.03
C -1.459 -0.738 3.576 -0.23
N -1.295 0.266 2.712 0.11
C -1.629 1.485 3.130 -0.20
C -1.138 -2.109 3.102 -0.25
C -0.478 -3.013 3.930 -0.04
C -0.163 -4.263 3.430 -0.07
C -0.533 -4.574 2.133 -0.05
C -1.214 -3.615 1.396 -0.13
N -1.507 -2.405 1.857 0.15
H -2.409 2.777 4.640 0.10
H -2.671 0.886 6.281 0.10
H -2.055 -1.411 5.521 0.10
H -1.471 2.297 2.433 0.06
H -0.167 -2.712 4.921 0.11
H 0.391 -4.971 4.033 0.10
H -0.283 -5.520 1.677 0.11
H -1.516 -3.828 0.380 0.10
O 0.594 -0.517 -3.309 0.02
C 0.664 0.704 -3.145 -0.68
O -0.207 1.356 -2.455 -0.27
C 1.837 1.478 -3.653 -0.17
C 2.174 1.394 -4.996 -0.05
C 3.249 2.107 -5.502 -0.12
C 3.999 2.886 -4.631 -0.12
C 3.686 2.939 -3.285 -0.13
C 2.602 2.235 -2.750 -0.60
S 2.305 2.251 -1.009 0.50
H 1.581 0.755 -5.639 0.11
H 3.504 2.045 -6.552 0.08
H 4.850 3.447 -5.000 0.09
H 4.303 3.513 -2.613 0.08
F 3.036 3.994 5.954 0.08
C 1.820 4.392 5.529 -0.21
C 1.500 4.404 4.186 -0.13
C 0.194 4.774 3.890 -0.26
F -0.260 4.728 2.637 0.08
C -0.725 5.150 4.857 -0.15
F -1.976 5.491 4.523 0.11
C -0.351 5.146 6.190 -0.14
F -1.228 5.502 7.142 0.11
C 0.931 4.760 6.531 -0.14
F 1.301 4.738 7.823 0.10
Ge 2.572 3.540 2.728 0.63
S 1.265 1.979 2.174 0.22
C 4.329 3.081 3.530 -0.13
C 5.097 4.079 4.099 -0.24
F 4.628 5.341 4.147 0.09
C 6.353 3.861 4.637 -0.14
F 7.060 4.861 5.185 0.10
C 6.878 2.581 4.608 -0.13
F 8.093 2.340 5.125 0.11
C 6.146 1.553 4.042 -0.13
F 6.659 0.317 4.013 0.11
C 4.888 1.816 3.509 -0.22
F 4.247 0.783 2.967 0.09
C 3.191 4.943 1.458 -0.12
C 4.279 4.650 0.646 -0.26
F 4.959 3.507 0.805 0.08
C 4.777 5.533 -0.301 -0.14
F 5.859 5.228 -1.029 0.11
C 4.170 6.765 -0.466 -0.13
F 4.641 7.639 -1.367 0.11
C 3.103 7.108 0.341 -0.14
F 2.545 8.324 0.226 0.10
C 2.651 6.206 1.293 -0.21
F 1.675 6.656 2.097 0.09

---

No. 2
14
Properties=species:S:1:pos:R:3:nbo_charge:R:1 method="wB97M-V/def2-TZVPD" e_above_lowest_kcal_mol=101.1 homo_lumo_gap_ev=9.5732
C 2.453 0.303 0.170 -0.76
C -0.142 0.528 -0.019 -0.54
C -1.440 0.149 -0.225 0.32
H 3.668 0.195 -0.105 0.25
H 2.223 -0.343 1.158 0.22
H 2.195 1.533 0.317 0.24
H -0.003 1.735 -0.210 0.26
H 0.334 0.161 1.095 0.25
H -2.336 -1.640 -0.332 0.35
H -0.962 -1.831 0.161 0.36
H -3.000 0.107 -0.835 0.33
N -1.781 -1.145 0.404 -0.83
N -2.308 0.877 -0.682 -0.59
S 1.099 -0.629 -0.898 0.13

---

No. 3
28
Properties=species:S:1:pos:R:3:nbo_charge:R:1 method="wB97M-V/def2-TZVPD" e_above_lowest_kcal_mol=25.9 smiles=Cc1ccc(O)cc1.CC(C)O homo_lumo_gap_ev=9.2476
C -2.692 -1.234 0.807 0.10
C -1.819 -0.266 -0.017 -0.64
C -3.528 -2.145 -0.210 -0.63
O -1.721 -2.046 1.444 -0.76
H -3.252 -0.764 1.653 0.17
H -1.774 -0.508 -1.074 0.20
H -2.965 -2.077 -1.142 0.21
H -3.626 -3.178 0.070 0.21
H -4.488 -1.619 -0.255 0.21
H -2.044 -2.813 1.923 0.47
H -0.811 -0.585 0.325 0.24
H -1.975 0.801 0.137 0.22
C 2.211 -1.382 0.249 -0.63
C 1.701 2.330 0.846 -0.27
C 2.114 1.042 1.000 -0.18
C 1.541 2.768 -0.467 0.29
C 2.185 0.104 -0.023 -0.05
C 1.775 1.918 -1.563 -0.29
C 2.061 0.576 -1.303 -0.19
O 1.160 4.072 -0.742 -0.68
H 1.639 2.979 1.689 0.23
H 2.391 0.690 2.037 0.21
H 1.611 4.326 -1.561 0.48
H 1.603 2.344 -2.557 0.21
H 1.192 -1.703 0.113 0.23
H 2.592 -1.566 1.262 0.21
H 2.139 -0.049 -2.204 0.21
H 2.780 -2.017 -0.436 0.21

---

No. 4
20
Properties=species:S:1:pos:R:3:nbo_charge:R:1 method="wB97M-V/def2-TZVPD" e_above_lowest_kcal_mol=44.2 homo_lumo_gap_ev="2.5237 / 9.2836" multiplicity=2 charge=-1
C -0.340 -1.139 -0.475 -0.48
C -0.809 -0.350 0.756 -0.66
C -2.231 0.099 0.859 -0.31
C -2.691 0.892 1.817 -0.66
C 1.163 -0.947 -0.864 -0.26
N 1.900 0.245 -0.388 -0.66
C 2.520 1.100 -1.372 -0.50
H -0.329 -2.204 -0.237 0.19
H -1.023 -1.022 -1.314 0.20
H -0.199 0.449 1.157 0.20
H -0.715 -1.123 1.572 0.18
H -2.872 -0.308 0.078 0.18
H -3.659 1.343 1.946 0.19
H -1.937 1.258 2.514 0.17
H 1.325 -1.098 -1.937 0.18
H 1.753 -1.778 -0.452 0.16
H 1.278 0.741 0.212 0.36
H 2.262 0.998 -2.434 0.17
H 2.252 2.162 -1.263 0.18
H 3.605 1.073 -1.266 0.16

---

No. 5
115
Properties=species:S:1:pos:R:3:lowdin_charge:R:1 method="wB97M-V/def2-TZVPD" smiles=c1cc[nH]c1.C1CCOC1.C1CCOC1.C1CCOC1.C1CCOC1.C1CCOC1.BrCCBr.BrCCBr.BrCCBr.BrCCBr.BrCCBr homo_lumo_gap_ev=8.3665
C 0.564 -5.830 -2.013 -0.15
C -0.885 -5.455 -2.417 -0.14
C -0.766 -3.967 -2.815 -0.19
O 0.597 -3.625 -2.641 -0.16
C 1.449 -4.761 -2.615 -0.23
H 0.761 -6.855 -2.331 0.11
H 0.719 -5.800 -0.932 0.09
H -1.498 -5.550 -1.522 0.08
H -1.258 -6.116 -3.196 0.11
H -1.315 -3.462 -2.022 0.04
H -1.058 -3.853 -3.858 0.12
H 2.369 -4.492 -2.097 0.02
H 1.850 -5.098 -3.585 0.12
C 0.161 2.085 -4.713 -0.18
C 0.061 2.061 -6.233 -0.18
C 1.195 2.909 -6.795 -0.20
O 1.730 3.511 -5.621 -0.15
C 1.581 2.629 -4.516 -0.19
H -0.066 1.086 -4.344 0.07
H -0.629 2.701 -4.284 0.08
H -0.917 2.352 -6.624 0.10
H 0.203 1.058 -6.652 0.11
H 0.869 3.703 -7.467 0.11
H 1.884 2.288 -7.377 0.11
H 1.681 3.232 -3.615 0.12
H 2.388 1.891 -4.560 0.06
C -3.088 1.184 4.307 -0.21
C -2.806 2.425 3.467 -0.18
C -3.999 3.342 3.837 -0.17
O -4.474 2.876 5.114 -0.15
C -3.684 1.775 5.559 -0.22
H -2.192 0.590 4.503 0.11
H -3.806 0.509 3.841 0.03
H -2.871 2.152 2.410 0.06
H -1.817 2.850 3.599 0.10
H -4.788 3.172 3.105 0.11
H -3.646 4.357 4.014 0.12
H -4.245 1.048 6.146 0.12
H -2.887 2.162 6.208 0.12
C 0.183 1.017 0.145 -0.19
C 0.859 -0.353 0.017 -0.17
C 0.728 -0.510 -1.484 -0.18
O 0.839 0.810 -2.074 -0.15
C 0.848 1.754 -0.996 -0.21
H 0.225 1.399 1.158 0.03
H -0.878 0.944 -0.120 0.09
H 0.309 -1.172 0.488 0.10
H 1.838 -0.316 0.494 0.08
H -0.228 -0.998 -1.698 0.08
H 1.421 -1.189 -1.986 0.09
H 0.325 2.695 -1.169 0.11
H 1.870 1.969 -0.660 0.12
C 0.361 -4.608 1.960 -0.17
C -1.014 -5.040 1.365 -0.16
C -1.838 -5.210 2.623 -0.20
O -1.393 -4.180 3.506 -0.12
C -0.082 -3.784 3.204 -0.22
H 0.871 -3.972 1.240 0.01
H 0.952 -5.402 2.412 0.11
H -0.836 -6.011 0.899 0.10
H -1.401 -4.316 0.652 0.10
H -1.700 -6.228 3.001 0.12
H -2.915 -5.088 2.498 0.11
H 0.631 -3.970 4.011 0.11
H -0.009 -2.725 2.933 0.11
Br -3.016 -1.579 -0.806 0.62
C -4.491 -2.492 0.221 -0.57
C -5.590 -1.477 0.630 -0.63
Br -4.921 0.172 1.484 0.68
H -3.988 -2.925 1.078 0.04
H -4.912 -3.249 -0.433 0.06
H -6.257 -1.917 1.366 0.05
H -6.137 -1.197 -0.265 0.05
Br -3.137 0.544 -4.197 0.63
C -3.801 1.824 -2.864 -0.68
C -2.658 2.475 -2.138 -0.67
Br -3.378 3.657 -0.741 0.64
H -4.391 1.220 -2.171 0.03
H -4.548 2.448 -3.346 0.06
H -2.088 3.093 -2.825 0.04
H -1.988 1.778 -1.645 0.02
Br 4.456 0.254 -3.337 0.68
C 4.224 -1.663 -2.987 -0.71
C 5.595 -2.307 -2.990 -0.66
Br 5.366 -4.123 -2.268 0.61
H 3.466 -2.100 -3.628 0.07
H 3.874 -1.749 -1.960 -0.03
H 6.313 -1.805 -2.355 0.05
H 5.937 -2.371 -4.021 0.06
Br 3.092 -3.179 0.246 0.76
C 3.767 -2.562 1.978 -0.63
C 4.540 -1.246 1.818 -0.64
Br 5.007 -0.568 3.617 0.63
H 4.437 -3.331 2.355 0.06
H 2.925 -2.478 2.658 0.05
H 3.834 -0.559 1.357 0.03
H 5.429 -1.351 1.208 0.06
Br 4.912 4.483 5.725 0.67
C 3.235 4.026 4.899 -0.73
C 3.448 3.120 3.721 -0.67
Br 1.804 2.169 3.204 0.69
H 2.677 4.898 4.562 0.05
H 2.724 3.486 5.690 0.05
H 4.137 2.350 4.071 -0.01
H 3.890 3.561 2.834 0.07
N 0.572 5.466 2.420 0.01
C 0.239 4.994 1.163 -0.14
C -0.451 5.986 0.527 -0.13
C -0.632 7.029 1.446 -0.12
C -0.028 6.691 2.614 -0.14
H 0.846 4.931 3.227 0.08
H 0.487 3.991 0.861 0.07
H -0.894 5.946 -0.455 0.08
H -1.166 7.924 1.164 0.10
H -0.097 7.111 3.604 0.11

---

No. 6
14
Properties=species:S:1:pos:R:3:nbo_charge:R:1 method="wB97M-V/def2-TZVPD" e_above_lowest_kcal_mol=44.0 homo_lumo_gap_ev=7.0686 charge=-1
C -0.443 -0.363 1.217 0.12
O -0.201 0.539 2.038 -0.88
C 0.834 -0.955 0.235 -0.48
C 0.982 -0.166 -1.049 -0.60
H -1.302 -0.095 0.367 -0.04
H -0.908 -1.363 1.532 0.03
H 0.559 -2.000 0.092 0.16
H 1.812 -0.991 0.640 0.17
H 2.132 0.110 -1.273 0.16
H 0.474 0.757 -0.955 0.20
H 0.563 -0.735 -1.908 0.19
H -1.841 1.166 0.067 0.48
H -0.879 2.305 -0.382 0.47
O -1.781 1.792 -0.622 -0.96

---

No. 7
79
Properties=species:S:1:pos:R:3:lowdin_charge:R:1 method="wB97M-V/def2-TZVPD" smiles=CP(C)#[PH]CCO[Si](C)(C)C.COCCOC.COCCOC.COCCOC homo_lumo_gap_ev=8.9475
C 6.102 3.070 -1.318 -0.35
P 6.017 1.344 -1.968 0.61
C 7.766 0.796 -1.956 -0.39
P 5.534 1.420 -4.082 0.67
C 3.773 0.874 -3.995 -0.50
C 2.842 1.792 -3.226 -0.36
O 1.580 1.177 -3.036 -0.22
Si 1.029 0.811 -1.513 0.39
C 0.809 2.406 -0.547 -0.14
C -0.564 -0.111 -1.791 -0.14
C 2.223 -0.306 -0.611 -0.15
H 5.378 3.679 -1.860 0.02
H 5.808 3.060 -0.269 0.01
H 7.085 3.531 -1.420 0.03
H 7.787 -0.210 -2.376 0.02
H 8.072 0.723 -0.911 0.03
H 8.464 1.425 -2.511 0.03
H 5.330 2.798 -4.331 -0.10
H 3.417 0.731 -5.017 0.07
H 3.799 -0.093 -3.485 0.06
H 2.686 2.723 -3.781 0.12
H 3.312 2.053 -2.266 0.07
H -0.070 2.391 0.101 0.03
H 0.699 3.235 -1.252 0.03
H 1.689 2.623 0.064 0.02
H -1.182 -0.155 -0.892 0.02
H -1.140 0.288 -2.627 0.03
H -0.302 -1.142 -2.048 0.04
H 1.769 -0.626 0.333 0.02
H 2.443 -1.202 -1.197 0.04
H 3.163 0.196 -0.369 0.01
C -3.320 -3.389 -2.730 -0.11
O -3.455 -2.040 -2.322 -0.22
C -4.219 -1.256 -3.227 -0.20
C -5.628 -1.023 -2.723 -0.20
O -6.366 -2.230 -2.620 -0.18
C -6.345 -2.748 -1.302 -0.11
H -2.905 -3.942 -1.888 0.09
H -4.283 -3.826 -3.005 0.09
H -2.633 -3.474 -3.579 0.09
H -4.249 -1.738 -4.210 0.13
H -3.717 -0.290 -3.340 0.12
H -6.156 -0.362 -3.415 0.13
H -5.586 -0.524 -1.747 0.11
H -6.952 -2.126 -0.633 0.09
H -5.321 -2.778 -0.924 0.07
H -6.760 -3.754 -1.319 0.09
C -3.526 0.680 3.138 -0.10
O -4.356 -0.122 2.318 -0.18
C -3.667 -0.710 1.226 -0.19
C -3.346 -2.166 1.476 -0.20
O -2.412 -2.333 2.532 -0.20
C -3.003 -2.723 3.757 -0.11
H -4.086 0.916 4.041 0.09
H -2.610 0.153 3.410 0.06
H -3.260 1.613 2.630 0.09
H -2.747 -0.155 1.011 0.11
H -4.315 -0.639 0.348 0.11
H -2.896 -2.582 0.569 0.12
H -4.267 -2.722 1.683 0.13
H -3.331 -3.767 3.719 0.09
H -3.856 -2.089 4.012 0.09
H -2.241 -2.624 4.530 0.09
C 0.128 -0.058 2.953 -0.10
O 0.209 1.206 3.590 -0.19
C 0.870 1.172 4.843 -0.20
C 2.296 1.669 4.743 -0.21
O 3.102 0.812 3.954 -0.18
C 3.302 1.278 2.633 -0.11
H -0.221 0.115 1.935 0.08
H 1.099 -0.559 2.918 0.09
H -0.593 -0.704 3.460 0.07
H 0.858 0.157 5.255 0.13
H 0.316 1.823 5.527 0.13
H 2.732 1.704 5.746 0.13
H 2.302 2.685 4.335 0.13
H 3.965 2.152 2.625 0.09
H 2.358 1.543 2.150 0.07
H 3.774 0.472 2.073 0.08

---

No. 8
22
Properties=species:S:1:pos:R:3:nbo_charge:R:1 method="wB97M-V/def2-TZVPD" e_above_lowest_kcal_mol=85.8 homo_lumo_gap_ev="5.3380 / 7.2510" multiplicity=2
C -0.331 -1.986 0.020 -0.17
C -0.019 -1.374 -1.205 -0.45
C 0.604 -3.297 1.939 -0.32
N 0.693 -2.436 0.961 -0.56
H -1.316 -2.150 0.398 0.18
H 0.921 -1.580 -1.728 0.21
H -0.827 -0.996 -1.849 0.22
H 1.475 -3.395 2.600 0.18
H -0.302 -3.838 2.083 0.17
H 1.430 -1.748 1.109 0.39
C -1.999 1.938 0.574 -0.66
C -0.780 2.240 -0.232 -0.33
S 0.599 0.536 -0.263 0.16
C 1.777 1.589 -1.275 -0.75
H -2.614 2.847 0.655 0.22
H -1.744 1.592 1.596 0.23
H -2.627 1.157 0.098 0.22
H -0.108 3.015 0.208 0.21
H -0.942 2.385 -1.298 0.20
H 1.291 2.005 -2.165 0.21
H 2.140 2.473 -0.649 0.22
H 2.679 1.021 -1.579 0.23

---

No. 9
21
Properties=species:S:1:pos:R:3:nbo_charge:R:1 method="wB97M-V/def2-TZVPD" e_above_lowest_kcal_mol=41.1 smiles=C[C@H]1C[C@@H]1[C@](C)(N)C#N homo_lumo_gap_ev=10.7693
C 1.165 -0.089 1.524 0.29
C -1.417 0.087 0.731 -0.41
C -0.813 1.280 -0.014 -0.24
C -0.416 -0.131 -0.342 -0.23
C -1.837 1.913 -0.934 -0.61
C 2.222 -0.584 -0.588 -0.61
C 0.899 -0.806 0.211 0.04
N 1.263 0.455 2.538 -0.33
N 0.531 -2.190 0.414 -0.84
H -1.260 -0.191 1.764 0.24
H -2.473 -0.127 0.477 0.20
H -0.215 1.916 0.606 0.23
H -0.840 -0.392 -1.299 0.23
H -2.329 2.786 -0.415 0.23
H -2.601 1.134 -1.053 0.20
H -1.349 2.010 -1.901 0.21
H 2.197 -1.137 -1.561 0.21
H 3.142 -0.827 0.027 0.22
H 2.402 0.434 -0.726 0.22
H 0.535 -2.769 -0.502 0.37
H 1.194 -2.774 1.044 0.38

---

No. 10
12
Properties=species:S:1:pos:R:3:nbo_charge:R:1 method="wB97M-V/def2-TZVPD" e_above_lowest_kcal_mol=105.0 homo_lumo_gap_ev="10.4472 / 3.0856" charge=+1
C -1.490 0.965 -0.111 0.64
N -2.946 -0.715 0.030 -0.39
N 1.812 -0.546 0.339 -0.42
N -2.558 0.507 0.252 -0.21
N -0.720 1.780 -0.655 -0.50
N 3.015 -0.145 0.046 -0.50
H -2.382 -1.461 -0.513 0.42
H 1.793 -1.235 1.048 0.33
H 0.163 2.102 -0.355 0.44
H 3.349 0.315 -0.777 0.39
H 3.891 -0.620 0.485 0.37
H -3.928 -0.947 0.211 0.43

---

No. 11
13
Properties=species:S:1:pos:R:3:nbo_charge:R:1 method="wB97M-V/def2-TZVPD" e_above_lowest_kcal_mol=139.6 homo_lumo_gap_ev=6.8720
C -3.986 0.622 0.010 -0.10
C -2.788 0.276 -0.065 -0.17
C -0.242 -0.279 -0.102 0.41
C 1.174 0.400 -0.105 -0.46
C 2.362 -0.573 0.083 -0.60
C -1.518 0.151 -0.126 0.15
O -0.429 -1.518 -0.071 -0.54
H -4.813 1.076 0.471 0.23
H 2.763 -0.571 -0.920 0.21
H 1.247 1.112 0.595 0.22
H 1.298 0.958 -0.977 0.22
H 2.973 -0.174 0.826 0.21
H 1.960 -1.479 0.382 0.23

---

No. 12
18
Properties=species:S:1:pos:R:3:nbo_charge:R:1 method="wB97M-V/def2-TZVPD" e_above_lowest_kcal_mol=46.0 homo_lumo_gap_ev="8.0256 / 9.1509" multiplicity=3
V 1.243 -0.674 -0.715 1.43
N 1.419 -1.062 -3.401 0.76
O 0.636 -0.352 -2.750 -0.54
O 1.573 -1.131 -4.563 -0.31
O 2.051 -1.571 -2.528 -0.48
N 0.014 -2.773 0.247 0.75
O -0.489 -1.794 -0.209 -0.48
O -0.577 -3.762 0.698 -0.36
O 1.210 -2.621 0.165 -0.48
Br 3.160 0.776 0.131 -0.45
Cl -2.046 0.088 2.609 -0.04
C -1.302 1.699 2.364 -0.39
C -1.327 2.277 0.910 -0.34
Cl -0.423 1.289 -0.315 0.00
H -0.263 1.572 2.668 0.23
H -1.819 2.337 3.081 0.24
H -0.709 3.174 0.973 0.24
H -2.351 2.529 0.634 0.24

---

In order of appearance, max |F| = 1.96, 7.80, 2.90, 2.19, 1.90, 5.23, 0.69, 5.81, 3.78, 8.15, 4.05, 9.34 eV Å⁻¹.
In order of appearance, total energy = -7207.9803, -626.6621, -541.0733, -291.0339, -27505.4569, -270.1156, -2252.7225, -689.7404, -383.3577, -315.0191, -307.2409, -5077.7297 Eh.